No. 1
28
Properties=species:S:1:pos:R:3:forces:R:3:mulliken_charge:R:1 method="wB97M-V/def2-TZVPD" e_homo_ev="-18.80 / -19.31" largest_force_ev_per_a=4.467 orbital_gap_ev="5.6948 / 6.3481" total_charge=+3 de_lowest_ev=0.122 energy_ha=-1384.5943 e_lumo_ha="-0.4817 / -0.4765"
In -2.3092 0.3401 -1.8171 2.82 -0.06 2.06 1.047
O -1.0409 -3.2172 -0.5436 0.82 2.01 0.42 -0.163
C -0.5881 -2.1961 -0.3278 -1.26 -2.38 -0.68 0.119
C -1.3737 2.6894 -1.2170 1.24 1.98 0.69 0.126
O -0.8103 3.6133 -0.8744 -1.53 -2.40 -0.91 0.037
C -2.5185 0.3300 1.1783 -1.76 0.15 2.78 0.179
O -2.9953 0.3388 2.2174 1.57 -0.08 -3.01 -0.087
C 0.2825 0.0745 -3.0105 2.27 -0.11 -2.31 0.171
O 1.1737 -0.0236 -3.7178 -2.57 0.23 2.24 -0.041
C -4.0607 -0.4345 -3.0033 -2.45 3.20 -1.92 -0.409
H -3.7665 -1.0204 -3.8942 0.70 0.26 0.65 0.387
H -4.8386 -0.9279 -2.3907 0.87 0.25 0.42 0.383
C -4.0282 1.0465 -3.0722 -2.58 -2.49 -1.72 -0.606
H -4.7813 1.6311 -2.5117 0.65 -0.39 0.34 0.411
H -3.7117 1.5376 -4.0109 0.49 -0.37 0.52 0.412
C 3.2393 1.4035 2.6160 0.53 0.40 0.52 -0.755
N 2.8409 0.0622 2.2182 0.16 -0.65 0.29 0.158
C 3.3972 -1.1105 2.6897 0.47 3.12 0.56 -0.002
C 2.7943 -2.1388 2.0704 -1.63 -1.06 -1.91 -0.367
N 1.8979 -1.5757 1.1912 0.17 -0.39 0.58 0.226
C 1.8573 -0.2057 1.3058 0.32 -0.42 -0.05 -0.138
S 0.8518 0.9083 0.5558 0.71 -0.57 0.38 -0.090
H 3.6518 1.9777 1.7875 -0.09 -0.25 -0.14 0.354
H 2.4212 1.9623 3.0643 -0.15 -0.20 -0.04 0.347
H 4.0176 1.2713 3.3578 0.10 0.18 0.13 0.297
H 4.1895 -1.0460 3.4208 -0.05 -0.30 0.01 0.444
H 2.9129 -3.2179 2.1631 0.07 0.41 -0.03 0.457
H 1.2949 -2.0722 0.5551 0.10 -0.09 0.12 0.101

***

No. 2
122
Properties=species:S:1:pos:R:3:forces:R:3:mulliken_charge:R:1 method="wB97M-V/def2-TZVPD" e_homo_ev="-11.91 / -13.10" largest_force_ev_per_a=1.637 orbital_gap_ev="7.6062 / 5.7776" total_charge=+2 spin_multiplicity=5 energy_ha=-9456.0829 e_lumo_ha="-0.1580 / -0.2690"
Co 0.1194 0.0297 -0.0240 1.09 0.88 -0.32 1.393
C -3.4549 4.1008 2.5199 -0.02 -0.01 0.04 -0.839
C -2.7135 2.9729 2.8347 0.00 -0.03 0.04 -0.515
C -2.0898 2.2557 1.8267 0.01 0.05 -0.17 0.718
C -2.1946 2.6602 0.4984 0.14 -0.04 0.00 0.460
C -2.9332 3.8030 0.1902 0.05 -0.05 0.02 -0.581
C -3.5617 4.5137 1.1999 -0.03 0.05 -0.06 -0.939
P -1.4756 1.5760 -0.7843 -1.19 0.57 0.24 2.402
C -1.2284 2.7056 -2.1898 0.31 -0.16 0.01 1.379
C -1.6716 2.4012 -3.4749 -0.03 0.01 0.13 -1.126
C -1.4467 3.2891 -4.5160 0.01 0.02 -0.08 -0.573
C -0.7754 4.4809 -4.2851 -0.01 -0.03 -0.04 -0.894
C -0.3206 4.7850 -3.0085 0.06 0.04 0.04 -0.976
C -0.5372 3.8995 -1.9662 0.02 -0.11 0.02 -0.966
C -2.9265 0.5387 -1.2333 0.02 -0.09 -0.09 0.125
C -4.0590 1.1602 -1.7585 0.09 -0.07 0.02 -0.263
C -5.1720 0.4117 -2.1035 -0.04 0.03 -0.02 -1.001
C -5.1668 -0.9650 -1.9288 -0.04 -0.03 0.00 -0.888
C -4.0548 -1.5862 -1.3834 0.06 -0.06 0.15 -0.782
C -2.9268 -0.8490 -1.0213 0.41 0.21 0.25 0.300
Si -1.4701 -1.7274 -0.1742 -1.14 -1.09 -0.45 0.498
C -1.9581 -2.2208 1.5806 0.38 0.25 -0.33 0.899
C -3.0262 -3.0791 1.8434 -0.02 -0.07 -0.08 -0.087
C -3.3029 -3.4899 3.1369 -0.06 -0.05 -0.04 -0.884
C -2.4942 -3.0721 4.1846 0.07 0.04 0.07 -1.089
C -1.4388 -2.2083 3.9454 -0.06 0.00 -0.07 -0.514
C -1.1903 -1.7500 2.6516 -0.06 0.08 0.16 -0.003
P 0.2517 -0.6697 2.3227 -0.25 -0.77 0.62 0.959
C 1.5369 -1.9541 2.5081 0.06 0.07 -0.19 0.199
C 1.7740 -2.7696 1.3996 -0.04 0.21 0.03 1.454
C 2.6194 -3.8606 1.4979 0.02 -0.04 -0.05 -0.875
C 3.2515 -4.1343 2.7037 0.01 -0.01 -0.01 -0.682
C 3.0283 -3.3202 3.8049 0.04 -0.03 0.06 -0.938
C 2.1670 -2.2358 3.7166 -0.03 0.05 -0.04 -0.474
C 0.4314 0.4210 3.7654 -0.03 0.19 -0.19 0.763
C -0.6566 0.8037 4.5493 0.08 -0.11 -0.06 -1.076
C -0.4727 1.6759 5.6110 -0.01 0.04 0.05 -0.752
C 0.7840 2.1982 5.8800 0.01 0.02 0.00 -0.835
C 1.8630 1.8563 5.0763 0.01 0.00 0.00 -0.962
C 1.6868 0.9754 4.0225 0.03 -0.08 -0.05 -0.309
C -0.7826 -3.0792 -1.2955 -0.02 0.29 0.36 -0.138
C -0.8053 -4.4409 -0.9969 -0.04 -0.01 0.04 -0.477
C -0.3125 -5.3610 -1.9100 -0.04 -0.06 0.05 -0.998
C 0.1897 -4.9348 -3.1332 0.03 0.02 -0.09 -0.874
C 0.2189 -3.5834 -3.4446 -0.08 -0.05 0.09 -0.370
C -0.2299 -2.6534 -2.5100 0.06 0.07 -0.07 0.310
P -0.1845 -0.8627 -2.8565 0.42 -0.39 -0.21 1.597
C 1.5117 -0.4165 -3.3358 -0.05 0.07 0.18 0.384
C 1.6855 0.9222 -3.7030 0.00 -0.07 0.08 -0.048
C 2.9190 1.3745 -4.1386 -0.04 0.05 0.06 -0.828
C 3.9920 0.4953 -4.1983 0.07 -0.02 0.01 -0.860
C 3.8300 -0.8264 -3.8089 0.09 -0.03 0.02 -0.726
C 2.5944 -1.2864 -3.3715 -0.05 0.01 0.03 -1.238
C -1.0289 -0.8180 -4.4788 -0.21 0.16 0.15 0.527
C -2.3711 -1.2048 -4.5093 0.06 0.05 0.03 -0.467
C -3.0656 -1.2180 -5.7062 -0.05 -0.01 0.01 -0.777
C -2.4295 -0.8421 -6.8826 0.00 0.02 -0.01 -0.698
C -1.0960 -0.4636 -6.8570 0.01 0.02 -0.04 -0.720
C -0.3934 -0.4421 -5.6599 -0.04 -0.04 0.05 -0.476
H -3.9496 4.6596 3.3031 0.01 0.01 0.00 0.432
H -2.6172 2.6563 3.8643 -0.01 0.01 -0.01 0.386
H -1.5149 1.3695 2.0624 -0.02 -0.01 0.09 -1.015
H -3.0161 4.1474 -0.8314 -0.01 0.00 -0.04 0.376
H -4.1395 5.3946 0.9525 0.01 0.00 0.01 0.454
H -2.2036 1.4818 -3.6653 -0.05 -0.07 -0.04 0.509
H -1.8050 3.0471 -5.5083 0.01 0.00 0.00 0.510
H -0.6107 5.1757 -5.0979 0.00 0.00 0.01 0.440
H 0.1945 5.7183 -2.8227 0.01 -0.01 -0.01 0.499
H -0.1899 4.1446 -0.9689 -0.07 0.08 -0.01 0.626
H -4.0733 2.2324 -1.9020 -0.02 0.03 -0.02 0.419
H -6.0449 0.9063 -2.5087 0.01 -0.02 -0.01 0.463
H -6.0298 -1.5533 -2.2123 0.00 0.01 0.00 0.489
H -4.0529 -2.6632 -1.2502 -0.07 0.01 -0.03 0.408
H -3.6477 -3.4332 1.0288 -0.01 -0.02 0.03 0.389
H -4.1391 -4.1496 3.3274 0.01 0.00 0.00 0.475
H -2.6831 -3.4194 5.1919 -0.02 -0.01 -0.01 0.479
H -0.8016 -1.9009 4.7640 -0.03 0.03 0.05 0.502
H 1.2893 -2.5424 0.4530 0.02 -0.13 -0.01 -0.804
H 2.7824 -4.4972 0.6376 0.02 0.02 0.00 0.564
H 3.9165 -4.9840 2.7856 -0.01 0.00 0.00 0.458
H 3.5196 -3.5376 4.7444 -0.01 0.01 0.00 0.498
H 1.9908 -1.6141 4.5849 0.01 -0.03 0.01 0.466
H -1.6422 0.4097 4.3386 -0.03 -0.02 0.05 0.855
H -1.3132 1.9458 6.2375 -0.01 0.00 -0.02 0.516
H 0.9242 2.8719 6.7146 -0.01 0.01 -0.01 0.435
H 2.8433 2.2692 5.2743 0.00 -0.01 0.02 0.517
H 2.5338 0.6933 3.4077 -0.06 0.03 0.12 0.393
H -1.2227 -4.7801 -0.0555 0.03 -0.03 0.00 0.568
H -0.3347 -6.4175 -1.6760 0.00 0.00 0.00 0.478
H 0.5573 -5.6581 -3.8493 -0.01 -0.01 0.01 0.453
H 0.5877 -3.2502 -4.4073 0.02 -0.03 -0.01 0.559
H 0.8337 1.5946 -3.6815 0.06 0.07 0.00 0.134
H 3.0395 2.4085 -4.4359 0.01 -0.02 -0.02 0.526
H 4.9529 0.8379 -4.5589 0.01 0.00 0.02 0.462
H 4.6664 -1.5123 -3.8633 0.00 0.02 0.02 0.448
H 2.4764 -2.3220 -3.0793 0.02 -0.01 0.00 0.492
H -2.8659 -1.4980 -3.5909 -0.02 -0.01 -0.08 0.350
H -4.1039 -1.5230 -5.7240 0.00 0.00 0.00 0.499
H -2.9734 -0.8466 -7.8178 0.01 -0.02 0.00 0.432
H -0.5915 -0.1865 -7.7734 -0.02 0.00 0.00 0.492
H 0.6465 -0.1490 -5.6567 -0.03 -0.01 -0.06 0.388
C 5.4622 -2.1238 -0.2207 0.09 0.27 0.09 -0.928
Ge 5.5994 -0.3534 0.6213 -0.23 0.11 0.03 0.656
C 6.6157 -0.4465 2.2969 -0.09 -0.01 -0.23 -1.227
C 6.3123 1.0344 -0.5698 -0.08 -0.22 0.14 -1.120
C 3.7389 0.2106 1.1851 0.50 -0.25 0.09 -0.041
Se 2.5184 0.6977 -0.2455 0.27 0.12 -0.40 0.147
C 2.2156 2.5440 0.2855 -0.15 0.07 0.03 -0.771
H 6.3973 -2.3560 -0.7317 -0.03 0.00 -0.02 0.464
H 4.6488 -2.1686 -0.9459 -0.01 0.03 -0.02 0.104
H 5.2970 -2.8807 0.5447 -0.04 -0.02 0.01 0.288
H 7.5736 -0.9279 2.0963 0.00 0.00 0.03 0.400
H 6.0936 -1.0309 3.0544 -0.02 -0.02 -0.02 0.370
H 6.8160 0.5484 2.6935 -0.03 0.01 -0.01 0.371
H 7.3970 1.0758 -0.4724 -0.01 0.01 -0.01 0.435
H 5.9079 2.0148 -0.3164 0.02 0.00 0.03 0.361
H 6.0687 0.8161 -1.6061 -0.04 0.01 -0.11 0.244
H 3.8255 1.0867 1.8281 -0.04 0.02 -0.07 0.640
H 3.3017 -0.6037 1.7535 -0.01 0.01 0.04 -0.888
H 3.1672 3.0689 0.2674 0.02 -0.03 -0.02 0.572
H 1.7768 2.5777 1.2814 0.01 0.01 0.00 0.298
H 1.5367 2.9880 -0.4405 0.10 -0.03 0.00 -0.247